[1]
Computed, not measured: an isolated molecule of C11H18N2OS2, with ωB97M-V/def2-TZVPD.

Geometry as ORCA input:
```
! RIJCOSX wB97M-V def2-TZVPD def2/J DEFGRID3
* xyz 0 1
O -0.5821 2.3967 1.8572
C -0.8861 2.1613 0.7095
C -2.2266 2.6499 0.1530
S -2.8659 1.6963 -1.2600
C -2.9420 0.0961 -0.5815
N -2.9730 -0.9262 -1.3108
C -3.0999 -2.1667 -0.6172
C -3.0764 -1.9463 0.9171
S -3.0126 -0.1480 1.1855
N -0.1067 1.5154 -0.1714
C 1.1292 0.8550 0.1943
C 2.2310 1.1973 -0.8065
C 3.5289 0.4902 -0.4270
C 3.3181 -1.0196 -0.3691
C 2.2186 -1.3646 0.6306
C 0.9177 -0.6603 0.2595
H -2.1119 3.6690 -0.2192
H -2.9631 2.6526 0.9573
H -2.2799 -2.8180 -0.9330
H -4.0383 -2.6343 -0.9301
H -3.9710 -2.3294 1.4041
H -2.1961 -2.3865 1.3840
H -0.4582 1.3437 -1.1036
H 1.3928 1.2306 1.1884
H 2.3821 2.2780 -0.8284
H 1.9193 0.8777 -1.8045
H 4.3055 0.7313 -1.1553
H 3.8619 0.8475 0.5496
H 4.2482 -1.5135 -0.0819
H 3.0370 -1.3854 -1.3594
H 2.5250 -1.0489 1.6300
H 2.0604 -2.4448 0.6538
H 0.1457 -0.8808 0.9995
H 0.5684 -1.0151 -0.7145
*
```

SMILES: O=C(CSC1=NCCS1)NC1CCCCC1

[2]
Computed, not measured: a structure of composition C11H18N3PSe2Te2Tl, with ωB97M-V/def2-TZVPD.

Geometry as ORCA input:
```
! RIJCOSX wB97M-V def2-TZVPD def2/J DEFGRID3
* xyz -1 1
Tl -1.7645 -1.9708 0.8150
C 0.2620 -3.1001 2.3539
C -0.7288 -4.0912 2.1597
C -0.6330 -4.5478 0.8252
C 0.4356 -3.8634 0.2081
C 0.9876 -2.9766 1.1491
H 0.5261 -2.6508 3.2999
H -1.3555 -4.5182 2.9284
H -1.2045 -5.3573 0.3953
H 0.7877 -4.0176 -0.8043
H 1.8569 -2.3482 1.0069
Se -1.7395 2.4153 2.5799
Te -3.7873 1.0228 2.2625
Te -3.1930 -1.3226 3.5350
Se -4.5680 -2.7155 1.9791
C 2.1369 2.2270 -1.4593
N 1.4580 0.9216 -1.8477
C 0.1764 1.2835 -2.5876
N -0.6515 2.1138 -1.8004
C 0.0468 3.3268 -1.3948
N 1.2835 3.0362 -0.6759
C 1.0112 2.4858 0.6613
P -0.0454 0.9225 0.6917
C 1.1451 0.1077 -0.6256
C -1.2539 1.4159 -0.6536
H 2.3970 2.7333 -2.3930
H 3.0417 1.9716 -0.9079
H 2.0688 0.3988 -2.4749
H -0.3320 0.3498 -2.8267
H 0.4795 1.7948 -3.5059
H -0.6091 3.8973 -0.7393
H 0.2788 3.9231 -2.2835
H 0.4916 3.2377 1.2504
H 1.9625 2.2663 1.1548
H 0.7071 -0.8414 -0.9420
H 2.0888 -0.1080 -0.1213
H -2.0037 2.0601 -0.1991
H -1.7599 0.5178 -1.0131
*
```

[3]
Computed, not measured: the ion C11H18NO with charge +1, with ωB97M-V/def2-TZVPD.

Geometry as ORCA input:
```
! RIJCOSX wB97M-V def2-TZVPD def2/J DEFGRID3
* xyz 1 1
C -2.5561 -0.1019 -0.5292
N -1.2859 0.6432 -0.6890
C -1.5761 2.0515 -0.4370
C -0.0339 0.2297 0.1970
C -0.4625 0.3078 1.7597
C 0.7694 -0.8956 -0.4066
C 1.0393 -2.0410 0.6304
C 0.2650 -1.6631 -1.5913
C 1.9981 0.0154 -0.5836
C 2.9768 0.3888 0.6205
C 2.2679 1.4127 1.0448
C 1.1180 1.2803 -0.0148
O 1.6586 1.1098 -1.3437
H -3.0403 -0.4228 -1.5511
H -2.4161 -0.8614 0.1946
H -3.3250 0.4685 -0.1615
H -0.9316 0.6176 -1.6633
H -2.1239 2.1752 0.4567
H -0.5275 2.4804 -0.1621
H -2.1065 2.4250 -1.2715
H -1.0465 -0.6110 1.9235
H -1.0297 1.1435 1.8591
H 0.4680 0.3743 2.2348
H 1.4740 -1.6648 1.5683
H 1.7690 -2.6703 0.1098
H 0.1462 -2.6030 0.8189
H -0.6326 -2.1777 -1.3963
H 0.9747 -2.3777 -1.8396
H -0.0627 -1.1645 -2.4007
H 3.9338 -0.0534 0.6959
H 2.2983 2.1843 1.9275
*
```

SMILES: C[NH+](C)[C@@]1(C)C(C)(C)[C@]23C=C[C@]12O3

[4]
Computed, not measured: a cluster of 2 separate species, C11H18O in total, with ωB97M-V/def2-TZVPD.

Geometry as ORCA input:
```
! RIJCOSX wB97M-V def2-TZVPD def2/J DEFGRID3
* xyz 0 1
C -2.3607 0.8082 0.4501
C -1.5381 2.0697 0.8402
C -0.3021 2.1269 -0.0037
C 0.8881 1.5520 0.3940
C 2.0668 1.5257 -0.3228
C 2.0523 2.1365 -1.5788
O 3.0884 1.8323 -2.4483
C 0.9204 2.8236 -1.9893
C -0.2714 2.7750 -1.2540
H -1.7722 -0.0556 0.7913
H -2.5644 0.7559 -0.6116
H -3.2299 0.6171 1.0907
H -2.2055 2.9152 0.7160
H -1.3165 1.9491 1.9032
H 0.8779 1.0610 1.3682
H 2.9458 1.1177 0.1616
H 3.5900 1.1759 -2.0007
H 0.9851 3.4180 -2.8882
H -0.9852 3.5062 -1.6057
C -0.3976 -4.2579 0.1513
C -0.6709 -2.9157 0.8097
C 0.6295 -2.0569 0.8952
H -1.3263 -4.8340 -0.0168
H 0.0948 -4.3087 -0.8155
H 0.0755 -4.9040 0.8969
H -1.3988 -2.3088 0.2753
H -0.9538 -3.0179 1.8481
H 0.4150 -0.9899 0.7937
H 1.1492 -2.2253 1.8553
H 1.5145 -2.2915 0.2946
*
```

SMILES: CCc1ccc(O)cc1.CCC

[5]
Computed, not measured: a cluster of 2 separate species, C11H18O in total, with ωB97M-V/def2-TZVPD.

Geometry as ORCA input:
```
! RIJCOSX wB97M-V def2-TZVPD def2/J DEFGRID3
* xyz 0 1
C -1.7772 1.9403 -0.1825
C -1.1009 0.6002 -0.4150
C -0.2862 0.2699 0.8195
C -0.8007 -0.3317 1.9369
C -0.0634 -0.5636 3.0813
C 1.2279 0.0003 3.1328
O 2.1830 -0.3412 4.0869
C 1.7263 0.9558 2.1656
C 0.9340 0.8647 0.9953
H -2.4827 2.1481 -1.0319
H -0.9136 2.6595 -0.0309
H -2.5341 2.1521 0.6902
H -1.8226 -0.1870 -0.7193
H -0.2709 0.6536 -1.2217
H -1.8841 -0.5684 1.8696
H -0.4120 -1.3508 3.8711
H 1.7927 -1.0006 4.6762
H 2.6128 1.5532 2.3251
H 1.3608 1.3089 0.0796
C -1.4501 -1.9922 -4.6199
C -0.6950 -0.6439 -4.6425
C 0.7117 -0.4578 -3.7596
H -2.4955 -1.8382 -4.7736
H -1.2255 -2.7586 -5.2911
H -1.1572 -2.4733 -3.7087
H -1.3403 0.2088 -4.3083
H -0.2387 -0.3798 -5.6835
H 1.2461 0.2705 -4.1553
H 1.2915 -1.3116 -3.6296
H 0.4512 -0.2080 -2.7243
*
```

SMILES: CCc1ccc(O)cc1.CCC

[6]
Computed, not measured: an isolated molecule of C11H18O3S, with ωB97M-V/def2-TZVPD.

Geometry as ORCA input:
```
! RIJCOSX wB97M-V def2-TZVPD def2/J DEFGRID3
* xyz 0 1
C 1.3081 2.9210 0.2972
C 1.6127 1.6617 0.4413
C 1.6888 0.8886 -0.8587
O 1.7670 1.3727 -1.9704
C 1.4028 -0.6390 -0.6742
C 1.6724 -1.4924 -1.9547
C 2.3207 -1.1485 0.5031
S 3.9246 -0.6219 0.5921
O 4.9458 -1.2112 1.4924
O 4.2444 0.7234 0.0797
C -0.0112 -0.7586 -0.0393
C -1.1557 -0.1398 -0.9399
C -2.4543 -0.6627 -0.2536
C -2.8117 0.2927 0.7914
C -4.0479 -0.0854 1.6359
H 1.2202 3.6230 1.1301
H 1.1127 3.2527 -0.6894
H 1.8966 1.1990 1.3771
H 1.2413 -0.8443 -2.7609
H 1.0659 -2.3127 -1.8444
H 2.7849 -1.6420 -1.9495
H 2.0970 -1.9514 1.0757
H -0.3412 -1.7247 0.0690
H -0.0075 -0.2886 0.9603
H -0.8896 -0.4503 -1.9951
H -1.1268 1.0406 -0.9229
H -2.0785 -1.6878 0.1521
H -3.1796 -0.6874 -1.0728
H -3.0368 1.3473 0.3136
H -2.0736 0.6191 1.4810
H -5.0532 -0.2449 1.1235
H -4.1867 0.7491 2.3896
H -3.8515 -1.0975 2.0206
*
```

SMILES: C=CC(=O)[C@@](C)(C=S(=O)=O)CCCCC

The calculation returns the following max |F| values, one per record and in order: 1.07 0.57 5.59 2.27 6.36 5.36 eV Å⁻¹.
The calculation returns the following LUMO energy values, one per record and in order: 0.0240 0.0512 -0.1025 0.0327 0.0339 -0.0268 Eh.
The calculation returns the following energy values, one per record and in order: -38398.22563 -175430.95286 -15223.42943 -13745.51181 -13744.00827 -28671.75348 eV.